[1]
The following is a quantum chemistry calculation of a structure of composition C36H30N3O2SSbV, from OMol25.

The expectation value of S² is 3.766. As for the total charge: +2. The multiplicity is 4. The highest occupied orbital energy (alpha / beta) comes out at -13.14 / -14.03 eV. The value obtained for the gap between HOMO and LUMO (alpha / beta) is 6.746 / 7.499 eV. For the lowest unoccupied orbital energy (alpha / beta), the calculation gives -6.39 / -6.53 eV.

Atoms and positions in Å:
V  -1.739  -0.097  -1.113
O  -0.522  -7.680  -2.393
C  -0.071  -6.427  -2.606
O  0.961  -6.232  -3.173
C  -0.901  -5.293  -2.068
C  -1.529  -5.344  -0.833
C  -2.152  -4.217  -0.314
C  -2.158  -3.044  -1.042
C  -1.540  -2.996  -2.284
C  -0.908  -4.110  -2.799
N  -2.638  -1.796  -0.514
C  -3.596  -1.669  0.318
C  -3.863  -0.285  0.783
C  -4.898  0.045  1.625
C  -5.078  1.376  1.981
C  -4.194  2.322  1.505
C  -3.168  1.918  0.668
N  -3.001  0.642  0.295
H  -1.408  -7.665  -2.009
H  -1.502  -6.248  -0.235
H  -2.590  -4.250  0.677
H  -1.548  -2.087  -2.880
H  -0.399  -4.074  -3.753
H  -4.202  -2.507  0.652
H  -5.563  -0.729  1.987
H  -5.901  1.661  2.624
H  -4.291  3.366  1.767
H  -2.452  2.625  0.272
S  0.320  -0.738  -0.264
Sb  1.765  0.619  0.934
C  2.874  -0.716  2.036
C  4.245  -0.807  1.812
C  4.974  -1.784  2.480
C  4.331  -2.650  3.351
C  2.961  -2.551  3.571
C  2.221  -1.582  2.912
C  0.688  1.873  2.153
C  1.130  3.151  2.498
C  0.410  3.897  3.421
C  -0.726  3.361  4.012
C  -1.154  2.082  3.684
C  -0.454  1.333  2.746
C  2.988  1.513  -0.459
C  3.507  0.656  -1.432
C  4.382  1.161  -2.384
C  4.736  2.503  -2.362
C  4.216  3.355  -1.398
C  3.337  2.865  -0.440
H  4.751  -0.130  1.134
H  6.041  -1.865  2.318
H  4.900  -3.412  3.865
H  2.471  -3.231  4.255
H  1.153  -1.511  3.084
H  2.035  3.569  2.082
H  0.746  4.890  3.692
H  -1.275  3.940  4.743
H  -2.025  1.660  4.168
H  -0.792  0.338  2.485
H  3.232  -0.392  -1.457
H  4.789  0.503  -3.141
H  5.425  2.887  -3.103
H  4.501  4.399  -1.385
H  2.936  3.543  0.298
C  -1.353  3.606  -4.154
C  -2.399  2.697  -4.114
C  -2.350  1.696  -3.169
N  -1.336  1.564  -2.291
C  -0.323  2.443  -2.347
C  -0.300  3.476  -3.262
H  -1.359  4.410  -4.879
H  -3.231  2.756  -4.801
H  -3.161  0.971  -3.111
H  0.483  2.289  -1.641
H  0.539  4.158  -3.279

Computed Löwdin charges, given in elementary charges:
1. V 0.544
2. O 0.142
3. C -0.476
4. O 0.158
5. C -0.113
6. C 0.010
7. C 0.006
8. C -0.265
9. C -0.036
10. C 0.024
11. N -0.049
12. C -0.010
13. C -0.221
14. C 0.021
15. C -0.005
16. C -0.016
17. C -0.083
18. N -0.008
19. H 0.113
20. H 0.132
21. H 0.122
22. H 0.105
23. H 0.138
24. H 0.150
25. H 0.134
26. H 0.131
27. H 0.127
28. H 0.126
29. S 0.221
30. Sb 1.387
31. C -0.373
32. C -0.106
33. C -0.054
34. C -0.049
35. C -0.059
36. C -0.119
37. C -0.362
38. C -0.099
39. C -0.053
40. C -0.052
41. C -0.073
42. C -0.148
43. C -0.397
44. C -0.133
45. C -0.052
46. C -0.050
47. C -0.060
48. C -0.109
49. H 0.100
50. H 0.118
51. H 0.118
52. H 0.115
53. H 0.097
54. H 0.085
55. H 0.119
56. H 0.118
57. H 0.113
58. H 0.081
59. H 0.098
60. H 0.119
61. H 0.118
62. H 0.116
63. H 0.079
64. C -0.015
65. C -0.021
66. C -0.121
67. N -0.080
68. C -0.092
69. C -0.015
70. H 0.128
71. H 0.125
72. H 0.121
73. H 0.094
74. H 0.123

=====

[2]
The following is a quantum chemistry calculation of a structure of composition C36H30N5O8S4W, from OMol25.

As for the total charge: -1. The highest occupied orbital energy (alpha / beta) comes out at -4.71 / -4.25 eV. The value obtained for the gap between HOMO and LUMO (alpha / beta) is 5.852 / 5.450 eV. For the lowest unoccupied orbital energy (alpha / beta), the calculation gives 1.15 / 1.21 eV.

Atoms and positions in Å:
W  -0.977  0.113  -0.506
C  2.797  0.087  -3.074
C  1.599  0.434  -2.240
N  1.134  -0.418  -1.302
N  1.968  -1.437  -1.032
C  0.111  -2.501  0.698
O  -0.776  -1.761  -0.005
C  -0.483  -3.728  1.342
C  -1.735  -3.542  1.915
C  -2.295  -4.520  2.709
C  -1.621  -5.714  2.907
C  -0.401  -5.924  2.286
C  0.180  -4.934  1.509
C  0.921  1.646  -2.385
C  1.259  2.618  -3.359
C  0.662  3.845  -3.376
C  -0.313  4.114  -2.379
C  -0.663  3.128  -1.504
N  -0.121  1.876  -1.463
H  3.308  -0.755  -2.616
H  3.477  0.932  -3.152
H  2.452  -0.202  -4.065
H  -2.243  -2.608  1.739
H  -3.249  -4.341  3.184
H  -2.044  -6.473  3.551
H  0.115  -6.861  2.431
H  1.143  -5.098  1.053
H  1.994  2.359  -4.102
H  0.915  4.599  -4.107
H  -0.780  5.085  -2.318
H  -1.436  3.313  -0.767
C  -0.270  2.725  1.691
C  -0.813  1.319  1.423
N  0.192  0.371  1.104
N  0.675  -0.488  2.026
C  0.802  -1.745  1.800
S  1.476  -2.906  -0.585
S  1.864  -2.605  2.921
C  3.509  -2.411  2.066
C  4.220  -1.141  2.380
C  3.931  0.027  1.680
C  4.627  1.190  1.955
C  5.618  1.204  2.922
C  5.912  0.046  3.621
C  5.212  -1.116  3.357
C  -1.794  0.784  2.433
C  -1.875  1.084  3.786
C  -2.796  0.437  4.600
C  -3.657  -0.507  4.063
C  -3.628  -0.797  2.714
C  -2.697  -0.161  1.879
O  -2.623  -0.404  0.586
H  0.144  2.772  2.700
H  0.529  2.963  0.989
H  -1.063  3.465  1.610
H  4.076  -3.276  2.409
H  3.286  -2.508  1.004
H  3.160  0.021  0.923
H  4.394  2.089  1.404
H  6.162  2.114  3.127
H  6.687  0.049  4.373
H  5.429  -2.019  3.912
H  -1.190  1.796  4.223
H  -2.836  0.665  5.657
H  -4.348  -1.040  4.702
H  -4.307  -1.511  2.272
O  -4.843  1.508  -1.738
S  -3.576  0.854  -1.957
O  -3.593  -0.580  -1.936
O  -2.518  1.396  -1.038
C  -2.963  1.562  -3.500
C  -3.471  2.801  -3.861
C  -2.896  3.515  -4.901
C  -1.791  3.009  -5.572
C  -1.288  1.767  -5.217
C  -1.883  1.054  -4.190
S  -1.290  -0.583  -3.808
O  -2.271  -1.495  -4.315
O  0.016  -0.695  -4.414
O  -1.183  -0.516  -2.314
H  -4.312  3.184  -3.304
H  -3.297  4.481  -5.173
H  -1.317  3.589  -6.352
H  -0.435  1.325  -5.709

Computed Löwdin charges, given in elementary charges:
1. W 1.936
2. C -0.031
3. C -0.313
4. N -0.112
5. N -0.387
6. C -0.677
7. O -0.296
8. C -0.221
9. C 0.001
10. C -0.067
11. C -0.097
12. C -0.089
13. C -0.081
14. C -0.199
15. C -0.028
16. C -0.063
17. C -0.063
18. C -0.135
19. N -0.023
20. H 0.062
21. H 0.075
22. H 0.077
23. H 0.092
24. H 0.101
25. H 0.095
26. H 0.097
27. H 0.091
28. H 0.110
29. H 0.107
30. H 0.102
31. H 0.112
32. C -0.050
33. C -0.372
34. N -0.173
35. N 0.075
36. C -0.565
37. S 0.964
38. S 0.969
39. C -0.390
40. C -0.289
41. C -0.037
42. C -0.082
43. C -0.107
44. C -0.100
45. C -0.055
46. C -0.129
47. C -0.039
48. C -0.112
49. C -0.102
50. C -0.028
51. C -0.326
52. O -0.209
53. H 0.071
54. H 0.064
55. H 0.074
56. H 0.074
57. H 0.011
58. H 0.091
59. H 0.099
60. H 0.093
61. H 0.095
62. H 0.107
63. H 0.101
64. H 0.089
65. H 0.095
66. H 0.117
67. O -0.284
68. S 0.539
69. O -0.281
70. O -0.466
71. C -0.210
72. C -0.050
73. C -0.071
74. C -0.077
75. C -0.056
76. C -0.232
77. S 0.558
78. O -0.238
79. O -0.278
80. O -0.484
81. H 0.111
82. H 0.102
83. H 0.104
84. H 0.115

=====

[3]
The following is a quantum chemistry calculation of a structure of composition C36H30N8SbTi, from OMol25.

As for the total charge: +1. The highest occupied orbital energy (alpha / beta) comes out at -8.01 / -8.11 eV. The value obtained for the gap between HOMO and LUMO (alpha / beta) is 5.301 / 5.393 eV. For the lowest unoccupied orbital energy (alpha / beta), the calculation gives -2.71 / -2.71 eV.

Atoms and positions in Å:
Ti  -0.339  0.166  -0.026
C  -1.206  1.442  4.235
C  -0.198  0.933  5.051
C  0.812  0.214  4.463
C  0.806  -0.009  3.078
N  -0.193  0.439  2.288
C  -1.159  1.164  2.893
N  1.921  -0.654  2.589
C  2.001  -1.191  1.427
N  1.053  -1.301  0.415
C  1.570  -2.177  -0.533
N  1.014  -2.731  -1.548
C  -0.279  -2.494  -1.955
C  -0.789  -3.419  -2.880
C  -2.021  -3.217  -3.448
C  -2.732  -2.072  -3.094
C  -2.186  -1.230  -2.161
N  -0.988  -1.414  -1.561
C  2.976  -2.486  -0.199
C  3.924  -3.240  -0.860
C  5.177  -3.343  -0.261
C  5.447  -2.725  0.959
C  4.476  -1.983  1.624
C  3.244  -1.875  1.011
H  -2.016  2.036  4.636
H  -0.203  1.113  6.118
H  1.642  -0.188  5.026
H  -1.943  1.542  2.256
H  -0.168  -4.267  -3.130
H  -2.423  -3.920  -4.166
H  -3.696  -1.846  -3.528
H  -2.740  -0.354  -1.862
H  3.696  -3.729  -1.797
H  5.956  -3.919  -0.744
H  6.431  -2.834  1.398
H  4.667  -1.515  2.581
C  2.737  1.907  0.772
C  1.515  2.759  0.947
C  1.588  3.934  1.690
C  0.480  4.745  1.804
C  -0.680  4.390  1.126
C  -0.693  3.204  0.417
N  0.371  2.382  0.360
Sb  -2.426  2.827  -0.825
C  -3.248  1.093  0.162
C  -4.608  1.168  0.414
C  -5.237  0.108  1.050
C  -4.475  -0.987  1.404
C  -3.117  -1.018  1.123
C  -2.270  -2.199  1.476
N  -2.504  0.021  0.505
C  -1.250  1.884  -2.391
C  -1.677  2.140  -3.682
C  -0.902  1.685  -4.740
C  0.281  1.035  -4.463
C  0.653  0.802  -3.141
C  1.950  0.116  -2.837
N  -0.126  1.196  -2.125
H  3.529  2.494  0.304
H  2.526  1.048  0.141
H  3.107  1.549  1.733
H  2.522  4.199  2.167
H  0.520  5.657  2.387
H  -1.554  5.028  1.143
H  -5.171  2.044  0.119
H  -6.298  0.138  1.264
H  -4.929  -1.833  1.903
H  -2.818  -2.904  2.097
H  -1.373  -1.883  2.010
H  -1.945  -2.718  0.571
H  -2.590  2.694  -3.858
H  -1.209  1.857  -5.764
H  0.929  0.697  -5.260
H  2.772  0.642  -3.324
H  1.946  -0.911  -3.205
H  2.137  0.094  -1.767

Computed Löwdin charges, given in elementary charges:
1. Ti 0.838
2. C -0.049
3. C -0.048
4. C 0.002
5. C -0.311
6. N 0.052
7. C -0.138
8. N 0.164
9. C -0.304
10. N 0.017
11. C -0.302
12. N 0.164
13. C -0.314
14. C 0.002
15. C -0.048
16. C -0.049
17. C -0.141
18. N 0.046
19. C -0.110
20. C 0.002
21. C -0.060
22. C -0.060
23. C 0.002
24. C -0.110
25. H 0.110
26. H 0.115
27. H 0.117
28. H 0.084
29. H 0.117
30. H 0.115
31. H 0.110
32. H 0.084
33. H 0.117
34. H 0.108
35. H 0.108
36. H 0.117
37. C -0.004
38. C -0.294
39. C -0.002
40. C -0.035
41. C -0.116
42. C -0.450
43. N -0.009
44. Sb 1.568
45. C -0.477
46. C -0.128
47. C -0.046
48. C -0.005
49. C -0.298
50. C -0.008
51. N -0.062
52. C -0.444
53. C -0.120
54. C -0.034
55. C -0.002
56. C -0.292
57. C -0.003
58. N -0.008
59. H 0.100
60. H 0.050
61. H 0.090
62. H 0.126
63. H 0.119
64. H 0.094
65. H 0.087
66. H 0.116
67. H 0.122
68. H 0.089
69. H 0.069
70. H 0.081
71. H 0.091
72. H 0.119
73. H 0.126
74. H 0.099
75. H 0.090
76. H 0.052

=====

Calculated M in order - 741.43 972.77 744.32 u
Calculated energy in order - -89432.0071 -106816.7815 -79389.9913 eV
Calculated relative energy (zero: lowest compared OMol25 entry of this formula, charge and spin) in order - 0.9578 4.7615 0.0000 eV